Density functional theory data (ωB97M-V/def2-TZVPD) for a structure of composition C3H3AlLiO3.

Its spin multiplicity is 2. As for the charge: +2. The value obtained for the HOMO-LUMO gap (alpha / beta) is 9.37 / 4.96 eV. The calculation puts the relative energy (zero: lowest compared OMol25 entry of this formula, charge and spin) at 1.766 eV.

Last column: Mulliken spin population.
Geometry (Å):
O: 1.31216 -0.67846 0.15305  0.27
Al: 2.67820 0.26678 -0.26608  0.20
C: -0.68974 -1.39304 0.13339  0.27
C: 0.17869 0.02748 0.12990  0.18
O: -1.29056 -1.02366 -0.95419  0.04
C: -0.61077 0.26690 -1.16936  0.01
H: -0.03682 0.23643 -2.10155  0.01
H: -1.34306 1.08107 -1.14602  0.00
H: 0.42693 1.43434 1.47875  0.01
Li: -0.44513 -0.91777 2.41767  0.00
O: -0.17989 0.69993 1.32444  0.01

Density functional theory data (ωB97M-V/def2-TZVPD) for a structure of composition C3H3AuO2.

Its spin multiplicity is 4. As for the charge: +1. The value obtained for the HOMO-LUMO gap (alpha / beta) is 6.76 / 6.70 eV. The calculation puts the relative energy (zero: lowest compared OMol25 entry of this formula, charge and spin) at 0.396 eV.

Last column: Mulliken spin population.
Geometry (Å):
C: 1.11885 1.06844 0.10959  0.51
O: -0.83097 0.13737 -0.32723  0.23
C: 0.81989 -0.04848 0.78678  0.10
C: -0.12658 1.29689 -0.72633  0.00
O: 1.00652 -1.04883 1.41132  0.30
H: 1.83360 1.81219 0.45693  0.01
H: -0.67340 2.20926 -0.42510  0.06
H: 0.10565 1.33313 -1.80623  0.04
Au: -1.52497 -1.24451 -0.97880  1.74

Density functional theory data (ωB97M-V/def2-TZVPD) for a structure of composition C3H3BF7Pb.

As for the charge: +1. The value obtained for the HOMO-LUMO gap is 4.36 eV.

Last column: Mulliken charge in e.
Geometry (Å):
B: 0.10061 0.51365 -1.74897  0.20
C: -0.32999 -0.63285 -0.71895  0.13
F: -1.82587 -0.73048 -0.67798  -0.38
F: 0.09411 -1.82967 -1.19669  -0.25
C: 0.18352 -0.53784 0.75774  0.78
F: 0.93749 -1.58091 1.01404  -0.21
F: -0.98686 -0.70034 1.66151  -0.33
C: 0.95292 0.72688 1.21516  0.43
F: 0.24767 1.83750 1.13403  -0.22
F: 1.17518 0.54054 2.54642  -0.27
F: 2.13260 0.83258 0.68967  -0.14
H: -0.65136 1.45038 -1.55693  -0.13
H: 1.22127 0.90661 -1.61775  -0.09
H: -0.07814 0.08731 -2.85376  -0.13
Pb: -3.17315 -0.88335 1.35245  1.61

Density functional theory data (ωB97M-V/def2-TZVPD) for a structure of composition C3H3BeFO2.

As for the charge: +2. The value obtained for the HOMO-LUMO gap is 4.99 eV. The calculation puts the relative energy (zero: lowest compared OMol25 entry of this formula, charge and spin) at 3.659 eV.

Last column: Mulliken charge in e.
Geometry (Å):
H: 0.37764 0.18245 1.46669  0.45
H: -1.57306 0.66207 0.05771  0.34
O: 0.03137 1.19409 -1.15075  -0.08
C: -0.51251 0.89546 0.17667  -0.59
C: 1.00483 0.54368 -1.60162  0.18
H: -0.33947 1.78098 0.79365  0.40
O: 1.31098 -0.44310 -0.45100  -0.29
C: 0.36389 -0.57497 0.46059  0.48
F: -0.71331 -1.52683 0.27823  0.10
Be: 0.04966 -2.71384 -0.03017  1.01

Density functional theory data (ωB97M-V/def2-TZVPD) for a structure of composition C3H3BeO2.

Its spin multiplicity is 2. The value obtained for the HOMO-LUMO gap (alpha / beta) is 6.98 / 8.34 eV. The calculation puts the relative energy (zero: lowest compared OMol25 entry of this formula, charge and spin) at 3.712 eV.

Last column: Mulliken spin population.
Geometry (Å):
O: 0.88966 -0.24997 1.01439  0.09
O: -1.11526 -0.37944 0.21681  0.07
C: 0.96226 -0.74484 -0.26913  -0.06
C: -0.23527 -0.46826 -0.86103  0.11
C: -0.38270 0.30471 1.19236  0.62
H: 1.73696 -1.46776 -0.50226  0.00
H: -0.59931 2.15325 -0.16321  -0.01
Be: -0.60900 1.74993 1.14401  0.18
H: -0.64734 -0.89761 -1.77194  0.01

Density functional theory data (ωB97M-V/def2-TZVPD) for a structure of composition C3H3Br.

The value obtained for the HOMO-LUMO gap is 8.00 eV. The calculation puts the relative energy (zero: lowest compared OMol25 entry of this formula, charge and spin) at 3.313 eV.

Last column: Mulliken charge in e.
Geometry (Å):
C: -0.08257 0.21343 -0.98315  -0.22
C: 0.48536 0.36168 0.15630  -0.06
C: -0.62366 -0.55461 0.37219  -0.30
Br: 2.25219 1.85040 1.31714  -0.24
H: -0.03449 -0.05397 -1.93324  0.35
H: -1.59648 -0.12390 0.69171  0.25
H: -0.40035 -1.69304 0.37905  0.22

Density functional theory data (ωB97M-V/def2-TZVPD) for a cluster of 2 separate species, C3H3Br in total.

Its spin multiplicity is 3. The value obtained for the HOMO-LUMO gap (alpha / beta) is 8.51 / 6.30 eV. The calculation puts the relative energy (zero: lowest compared OMol25 entry of this formula, charge and spin) at 1.091 eV.

Last column: Mulliken spin population.
Geometry (Å):
C: 0.01324 1.85133 1.40906  0.66
C: -0.06053 1.17011 0.42863  0.36
C: -0.19412 -1.32632 -0.98323  0.88
Br: 1.54707 -1.87568 -0.98506  0.09
H: 0.08110 2.60256 2.15233  -0.01
H: -0.84415 -1.67374 -0.20598  0.01
H: -0.54261 -0.74826 -1.81575  0.01

Density functional theory data (ωB97M-V/def2-TZVPD) for a structure of composition C3H3Br2Cl.

The value obtained for the HOMO-LUMO gap is 10.24 eV. The calculation puts the relative energy (zero: lowest compared OMol25 entry of this formula, charge and spin) at 0.222 eV.

Last column: Mulliken charge in e.
Geometry (Å):
C: 1.05294 0.33300 -0.03932  -0.59
C: -0.38188 0.19868 0.40750  0.01
C: -1.10558 -0.77100 -0.14598  -0.01
Cl: -0.51868 -2.02806 -1.14570  -0.15
Br: -2.96691 -1.12575 0.32328  -0.14
Br: 1.47136 2.27126 -0.17133  -0.15
H: 1.92774 0.05993 0.67939  0.29
H: 1.14941 0.02277 -0.99804  0.39
H: -0.62841 1.03917 1.09020  0.36

Density functional theory data (ωB97M-V/def2-TZVPD) for a structure of composition C3H3Br2Cl.

The value obtained for the HOMO-LUMO gap (alpha / beta) is 7.09 / 6.89 eV. The calculation puts the relative energy (zero: lowest compared OMol25 entry of this formula, charge and spin) at 5.386 eV.

Last column: Mulliken charge in e.
Geometry (Å):
C: -0.59855 -0.66177 0.09270  -0.06
C: -0.21956 1.74466 0.09563  -0.07
C: 0.81400 -1.20241 -0.10406  -0.64
Cl: -1.59154 2.49101 -0.49613  -0.04
Br: -1.90825 -0.93679 -1.11465  -0.01
Br: 0.26768 2.33485 1.83457  -0.04
H: 0.97867 -1.83181 0.76091  0.28
H: 1.04076 -1.71422 -1.05333  0.32
H: 1.21679 -0.22352 -0.01563  0.27

Density functional theory data (ωB97M-V/def2-TZVPD) for the molecule C3H3Br2N3.

The value obtained for the HOMO-LUMO gap is 8.78 eV. The calculation puts the relative energy (zero: lowest compared OMol25 entry of this formula, charge and spin) at 3.365 eV.

Last column: Mulliken charge in e.
Geometry (Å):
C: 1.90383 -0.11755 -0.03272  0.53
C: -0.04157 1.32213 0.07762  0.29
C: -1.46641 -0.68433 -0.02885  -0.81
N: 1.96408 1.14740 0.19631  -0.48
N: 0.81934 -0.83057 -0.12816  -0.87
N: -0.21636 0.03422 -0.02778  0.57
Br: 3.49799 -1.18950 -0.03840  -0.14
Br: -1.08984 2.74391 0.00925  -0.04
H: -1.43566 -1.34446 -0.86177  0.29
H: -1.54847 -1.06310 0.87118  0.40
H: -2.38691 -0.01815 -0.03668  0.25

Density functional theory data (ωB97M-V/def2-TZVPD) for the molecule C3H3Br3O.

The value obtained for the HOMO-LUMO gap is 8.96 eV. The calculation puts the relative energy (zero: lowest compared OMol25 entry of this formula, charge and spin) at 0.224 eV.

Last column: Mulliken charge in e.
Geometry (Å):
C: 2.02723 0.13498 -0.62905  -0.39
C: 0.83143 0.72561 -0.98879  0.49
C: -0.34747 0.53272 -0.20918  -0.43
O: -1.51564 0.41987 -0.92287  -0.43
Br: 3.60408 0.47631 -1.56365  -0.11
Br: 0.65776 1.83314 -2.45859  -0.04
Br: -0.51089 2.10908 1.17159  -0.14
H: 2.14007 -0.49145 0.28543  0.32
H: -0.16788 -0.34369 0.59663  0.31
H: -1.91773 1.23861 -0.82799  0.43

Density functional theory data (ωB97M-V/def2-TZVPD) for a structure of composition C3H3Br3O.

Its spin multiplicity is 3. The value obtained for the HOMO-LUMO gap (alpha / beta) is 6.74 / 8.40 eV. The calculation puts the relative energy (zero: lowest compared OMol25 entry of this formula, charge and spin) at 1.722 eV.

Last column: Mulliken spin population.
Geometry (Å):
C: 0.00472 1.59434 0.50061  0.00
C: -0.39559 0.24530 0.80143  0.80
C: 0.28600 -1.43040 -0.78610  0.67
O: -1.31910 1.06786 0.31314  0.15
Br: 0.73977 -2.98763 0.18826  0.11
Br: -1.28146 -1.59183 -1.87233  0.10
Br: 1.75552 -0.65416 -1.73514  0.11
H: 0.10553 2.30926 1.31053  0.02
H: 0.55644 1.80888 -0.40341  0.00
H: -0.45184 -0.36161 1.68301  0.04